Record 1
{"formula": "C23H15AsAuO6", "method": "ωB97M-V with the def2-TZVPD basis set", "species": ["O", "C", "Au", "O", "C", "C", "O", "C", "O", "C", "O", "O", "As", "C", "C", "C", "C", "C", "C", "C", "C", "C", "C", "C", "C", "C", "C", "C", "C", "C", "C", "H", "H", "H", "H", "H", "H", "H", "H", "H", "H", "H", "H", "H", "H", "H"], "coordinates": [[-1.237255, -0.678858, -2.883804], [-1.104294, -0.347758, -1.785779], [-0.592999, 0.145548, 0.052942], [-1.879000, 3.482725, 0.100652], [-1.545691, 2.446281, -0.208104], [1.259450, -2.147965, 0.021001], [1.901783, -3.086087, 0.127057], [1.770324, 0.968438, -1.490672], [2.754306, 1.455747, -1.767384], [-2.028153, -1.023640, 0.736272], [-2.790943, -1.539168, 1.420564], [0.870130, 0.480352, 1.542189], [1.056771, 1.206824, 3.115133], [2.279873, -0.017744, 4.030057], [3.447707, -0.405254, 3.366245], [4.308486, -1.339011, 3.955589], [3.983890, -1.879638, 5.202574], [2.853983, -1.450278, 5.901408], [1.999234, -0.506104, 5.314249], [2.121157, 2.792969, 2.776102], [3.014249, 2.739152, 1.701772], [3.906884, 3.795458, 1.500881], [3.878156, 4.910691, 2.342319], [2.934186, 4.981565, 3.372692], [2.046066, 3.923079, 3.600941], [-0.615923, 1.103025, 4.084707], [-1.135149, 2.222206, 4.746462], [-2.265626, 2.068221, 5.558126], [-2.896226, 0.821509, 5.666687], [-2.403247, -0.273588, 4.950060], [-1.260894, -0.136878, 4.152869], [3.681653, -0.014308, 2.382513], [5.209421, -1.666015, 3.432413], [4.616599, -2.644087, 5.645092], [2.602794, -1.857546, 6.885452], [1.103956, -0.170859, 5.829408], [3.019990, 1.867207, 1.039909], [4.633553, 3.750815, 0.685821], [4.575184, 5.739158, 2.185189], [2.882895, 5.863276, 4.011423], [1.316101, 3.956374, 4.410107], [-0.641428, 3.189236, 4.643945], [-2.652437, 2.930374, 6.109517], [-3.782901, 0.717019, 6.304166], [-2.908219, -1.244304, 5.020309], [-0.864129, -1.002967, 3.616522]], "atomic_forces_ev_per_a": [[0.362, 1.369, 4.788], [-0.583, -1.574, -6.838], [2.201, 1.175, 0.818], [0.552, -1.923, -0.681], [-0.484, 2.349, 0.809], [1.651, -2.589, 0.126], [-1.515, 2.346, -0.196], [1.534, 0.908, -0.442], [-1.602, -0.851, 0.451], [-3.946, -2.790, 4.161], [2.490, 1.614, -2.649], [-0.467, 0.032, 0.329], [-0.121, -0.050, -0.686], [-1.147, 0.007, 1.004], [-0.585, 0.523, -0.390], [0.718, -1.577, 1.626], [1.051, -0.176, -0.806], [0.643, -0.849, 0.642], [-0.860, 1.697, -2.108], [-0.552, 0.279, 0.283], [0.228, -0.232, -0.073], [-0.030, -0.074, -0.018], [-0.266, -0.063, 0.072], [-0.188, -0.143, 0.091], [0.247, -0.132, -0.074], [0.116, 0.527, -0.119], [0.071, -0.128, 0.204], [0.012, 0.039, -0.095], [0.107, 0.274, -0.072], [0.051, -0.099, -0.142], [-0.038, -0.238, 0.211], [0.008, 0.048, 0.019], [-0.249, 0.109, 0.185], [-0.011, 0.163, -0.082], [0.201, 0.081, -0.304], [0.079, -0.090, 0.038], [0.070, 0.378, 0.177], [-0.300, -0.016, 0.251], [-0.265, -0.347, 0.058], [0.038, -0.230, -0.180], [0.347, 0.195, -0.144], [-0.295, -0.216, 0.159], [0.121, -0.336, -0.246], [0.441, 0.003, -0.302], [0.249, 0.426, -0.049], [-0.082, 0.179, 0.197]], "spin_multiplicity": 3, "total_charge": 3, "e_tot_ev": -100875.6088, "lumo_ev": [-9.8796, -13.6262], "orbital_gap_ev": [7.8, 4.1], "s_squared": 2.02}

Record 2
{"formula": "C23H15Cl2FN2O4Pt", "method": "ωB97M-V with the def2-TZVPD basis set", "species": ["Pt", "C", "C", "C", "C", "C", "C", "C", "F", "C", "C", "C", "O", "C", "C", "N", "C", "C", "O", "O", "H", "H", "H", "H", "H", "H", "H", "H", "H", "H", "H", "Cl", "C", "C", "C", "Cl", "C", "C", "C", "C", "N", "C", "C", "O", "H", "H", "H", "H"], "coordinates": [[-1.199290, -0.688530, -2.971546], [4.952437, -1.251024, 1.357511], [3.951114, -0.281730, 1.964937], [4.638472, 1.007111, 2.380678], [3.648735, 1.977264, 2.992863], [2.535467, 2.248180, 2.023384], [1.844750, 3.437197, 2.039382], [0.820444, 3.665374, 1.125474], [0.172084, 4.842296, 1.191292], [0.470583, 2.747393, 0.180391], [1.162142, 1.529103, 0.145874], [0.777580, 0.536737, -0.871455], [-0.070069, 0.870269, -1.720003], [1.404997, -0.741816, -0.758969], [2.397514, -0.896760, 0.173839], [2.837809, 0.036698, 1.022217], [2.185138, 1.277127, 1.063296], [1.149239, -1.959465, -1.612457], [1.706748, -3.004516, -1.325366], [0.381450, -1.836448, -2.654197], [5.809683, -1.320768, 2.027096], [5.303308, -0.890005, 0.389665], [4.563883, -2.258266, 1.229864], [3.498220, -0.736047, 2.853596], [5.113159, 1.454500, 1.501952], [5.429396, 0.758122, 3.088729], [4.134014, 2.914230, 3.266746], [3.241791, 1.550452, 3.915497], [2.090016, 4.208541, 2.757980], [-0.314689, 2.935121, -0.537056], [2.871386, -1.864438, 0.218619], [-5.418625, 1.212583, -4.824320], [-5.219042, 0.195340, -3.438567], [-6.363811, -0.215650, -2.728270], [-6.262767, -1.010201, -1.624769], [-7.694562, -1.479130, -0.754038], [-4.992888, -1.447612, -1.170508], [-4.761774, -2.249609, -0.029103], [-3.486310, -2.583304, 0.324762], [-2.412354, -2.138288, -0.469492], [-2.604520, -1.409573, -1.538849], [-3.869701, -1.041395, -1.906471], [-3.951177, -0.195613, -3.058015], [-2.856687, 0.146196, -3.694563], [-7.333671, 0.118886, -3.068536], [-5.605097, -2.582531, 0.560095], [-3.288340, -3.191995, 1.194736], [-1.386185, -2.394007, -0.233924]], "atomic_forces_ev_per_a": [[-0.296, -0.489, 0.170], [0.052, -0.018, -0.005], [-0.190, 0.007, -0.037], [0.086, -0.015, -0.042], [-0.022, 0.017, 0.063], [-0.064, -0.040, -0.088], [-0.027, 0.015, -0.031], [0.022, 0.056, 0.056], [-0.007, 0.000, -0.017], [0.066, -0.044, -0.011], [0.012, 0.021, -0.007], [-0.178, 0.028, -0.164], [0.194, 0.402, -0.060], [0.115, 0.108, 0.228], [-0.088, -0.081, -0.069], [0.078, 0.179, 0.112], [0.108, -0.164, 0.090], [-0.128, 0.056, -0.249], [0.074, 0.034, 0.016], [0.299, -0.284, 0.412], [-0.003, -0.001, -0.004], [0.001, 0.016, -0.003], [-0.027, -0.013, 0.008], [0.007, 0.015, -0.010], [0.009, 0.008, 0.009], [-0.010, 0.005, 0.000], [0.005, 0.002, -0.003], [0.000, 0.004, -0.001], [0.006, 0.005, 0.013], [-0.009, -0.007, -0.005], [0.008, -0.033, -0.038], [0.041, -0.061, 0.084], [-0.289, 0.030, -0.014], [0.115, 0.089, -0.096], [0.102, -0.107, 0.136], [0.037, 0.021, -0.046], [-0.201, -0.022, 0.070], [-0.050, 0.046, -0.011], [0.058, 0.077, -0.045], [0.082, -0.115, 0.044], [-0.137, -0.189, -0.531], [0.167, 0.216, -0.035], [0.354, -0.105, -0.067], [-0.376, 0.401, 0.211], [-0.004, 0.001, -0.005], [-0.005, -0.010, -0.008], [0.028, 0.009, 0.009], [-0.017, -0.072, -0.030]], "e_tot_ev": -66274.2618, "lumo_ev": [-0.5284, -0.6829], "de_lowest_ev": 0.7245, "orbital_gap_ev": [7.1, 7.0]}

Record 3
{"formula": "C23H15Cl4N2O7Ti", "method": "ωB97M-V with the def2-TZVPD basis set", "species": ["Ti", "C", "O", "C", "C", "C", "C", "C", "C", "N", "N", "C", "C", "O", "C", "C", "C", "C", "C", "C", "C", "C", "H", "H", "H", "H", "H", "H", "H", "H", "H", "H", "H", "H", "H", "Cl", "C", "C", "C", "Cl", "C", "O", "C", "Cl", "C", "H", "H", "O", "Cl", "O", "O", "O"], "coordinates": [[0.117361, 0.105424, -0.523886], [-0.784357, 3.120447, 0.369171], [-0.432770, 1.765990, 0.791269], [0.064224, 1.631667, 2.091531], [-0.462592, 2.277622, 3.193902], [0.100027, 2.015852, 4.435149], [1.154868, 1.120781, 4.569218], [1.665204, 0.464793, 3.463620], [1.109631, 0.729092, 2.219399], [1.479661, 0.097119, 1.009200], [2.548226, -0.586177, 1.018809], [3.042984, -1.105811, -0.123434], [2.657923, -0.636145, -1.399838], [1.657832, 0.218523, -1.533852], [3.371077, -1.011508, -2.555765], [4.404013, -1.889891, -2.436778], [4.816984, -2.423774, -1.182013], [5.888206, -3.335278, -1.104077], [6.287080, -3.830757, 0.109094], [5.623400, -3.430302, 1.278275], [4.571209, -2.548341, 1.227934], [4.153027, -2.025355, -0.005105], [0.132714, 3.662723, 0.149356], [-1.402429, 3.019166, -0.512140], [-1.341800, 3.605292, 1.161801], [-1.296345, 2.958089, 3.104929], [-0.298839, 2.511058, 5.309525], [1.574204, 0.926085, 5.546251], [2.476842, -0.242049, 3.552116], [3.061282, -0.603203, -3.506660], [4.942454, -2.205160, -3.322540], [6.389631, -3.635824, -2.015189], [7.109554, -4.529639, 0.171783], [5.942484, -3.825385, 2.233527], [4.060131, -2.257771, 2.134467], [-3.875122, -5.872416, 0.364611], [-2.698360, -4.636375, 0.110602], [-2.711814, -3.515300, 0.929144], [-1.764401, -2.538027, 0.703601], [-1.720908, -1.111326, 1.693497], [-0.816676, -2.654900, -0.307254], [0.099320, -1.686063, -0.502220], [-0.823809, -3.792110, -1.108084], [0.355595, -3.946270, -2.350316], [-1.765965, -4.786342, -0.903857], [-3.445084, -3.412852, 1.715028], [-1.772074, -5.666043, -1.530421], [-1.923903, 0.078769, -1.140110], [-1.549593, 0.575459, -2.522711], [-2.654427, 1.079592, -3.206076], [-0.852058, -0.479732, -3.162280], [-0.553021, 1.609984, -2.137602]], "atomic_forces_ev_per_a": [[0.343, 0.134, -0.087], [-0.053, -0.063, 0.043], [0.009, -0.164, -0.154], [0.034, -0.030, 0.097], [0.030, -0.022, -0.075], [-0.017, 0.011, 0.018], [0.022, -0.013, 0.003], [-0.012, 0.074, -0.004], [-0.067, 0.008, 0.033], [-0.045, -0.059, 0.054], [0.019, 0.011, -0.071], [0.009, -0.001, 0.088], [-0.095, 0.114, -0.133], [-0.297, -0.201, 0.304], [0.074, -0.030, 0.097], [-0.022, 0.018, -0.028], [0.024, -0.025, 0.030], [-0.007, 0.010, 0.015], [-0.004, -0.003, 0.017], [-0.003, 0.003, 0.010], [0.004, -0.004, -0.016], [0.037, -0.020, -0.022], [-0.010, 0.012, -0.002], [0.015, 0.022, -0.010], [-0.006, 0.000, -0.015], [0.003, 0.005, 0.019], [-0.006, 0.005, -0.006], [-0.002, 0.003, 0.002], [0.000, -0.010, -0.027], [-0.012, -0.001, -0.005], [-0.012, 0.011, -0.014], [-0.001, 0.002, -0.007], [0.003, -0.001, -0.014], [0.000, 0.000, 0.000], [-0.008, 0.007, -0.006], [0.010, 0.005, -0.003], [-0.047, -0.002, 0.034], [0.037, -0.058, -0.073], [-0.048, -0.041, 0.045], [0.076, 0.025, -0.086], [0.014, -0.035, 0.055], [-0.098, 0.560, -0.080], [-0.044, -0.066, 0.031], [0.026, 0.016, -0.022], [0.026, 0.064, 0.021], [0.002, 0.013, 0.009], [0.007, -0.002, -0.006], [0.148, 0.006, -0.211], [0.261, -0.093, 0.571], [-0.100, 0.206, -0.037], [-0.203, -0.111, -0.365], [-0.014, -0.288, -0.015]], "total_charge": 1, "e_tot_ev": -114601.1834, "lumo_ev": -4.7821, "de_lowest_ev": 0.0461, "orbital_gap_ev": 6.6}